1.
Below is a molecular structure, C30H39AlGe2NO4Sb, with properties calculated with ωB97M-V/def2-TZVPD.

2S+1: 2
Net charge: +1
<S²>: 0.7544
HOMO-LUMO gap (alpha / beta) (Ha): 0.2669 / 0.2472
E_HOMO (alpha / beta) (eV): -10.5 / -11.7

Atoms and positions in Å:
Al 0.08 0.02 -0.43
O 0.21 2.07 -0.52
C -0.15 1.98 -1.74
N -0.48 0.75 -2.13
C -0.70 0.77 -3.54
O -0.97 -0.17 -4.22
C -0.55 2.22 -3.95
C -0.69 2.81 -5.19
C -0.47 4.18 -5.26
C -0.14 4.93 -4.13
C 0.00 4.32 -2.89
C -0.22 2.96 -2.83
H -0.94 2.22 -6.06
H -0.57 4.68 -6.22
H 0.02 5.99 -4.23
H 0.27 4.89 -2.01
C -4.08 -1.49 1.25
C -3.29 -0.64 2.25
Sb -1.99 0.72 1.28
C -3.37 1.82 0.07
C -4.61 2.36 0.79
C -1.40 1.98 2.88
C -2.50 2.68 3.67
H -4.70 -2.22 1.77
H -3.42 -2.04 0.58
H -4.74 -0.88 0.64
H -2.67 -1.25 2.90
H -3.94 -0.04 2.88
H -3.66 1.12 -0.71
H -2.80 2.61 -0.42
H -5.11 1.60 1.38
H -5.33 2.73 0.06
H -4.37 3.19 1.45
H -0.70 2.70 2.45
H -0.82 1.32 3.53
H -2.99 3.47 3.10
H -2.08 3.15 4.57
H -3.28 1.99 4.01
C 4.60 2.89 2.40
Ge 3.03 2.82 1.26
C 1.71 4.11 1.88
C 3.52 3.24 -0.57
Ge 2.20 0.53 1.42
C 1.38 0.02 3.11
C 1.67 0.75 4.26
C 1.09 0.41 5.47
C 0.20 -0.66 5.55
C -0.10 -1.39 4.41
C 0.49 -1.05 3.19
C 3.54 -0.77 0.94
C 4.62 -0.39 0.14
C 5.60 -1.31 -0.21
C 5.51 -2.62 0.24
C 4.43 -3.01 1.03
C 3.46 -2.09 1.38
H 5.07 3.87 2.27
H 5.33 2.12 2.13
H 4.34 2.77 3.45
H 2.18 5.09 1.86
H 1.38 3.90 2.89
H 0.85 4.11 1.21
H 3.73 4.31 -0.63
H 2.71 3.02 -1.26
H 4.41 2.70 -0.89
H 2.34 1.59 4.22
H 1.32 0.98 6.36
H -0.25 -0.92 6.50
H -0.79 -2.23 4.46
H 0.23 -1.63 2.31
H 4.70 0.63 -0.23
H 6.44 -1.00 -0.82
H 6.27 -3.34 -0.03
H 4.37 -4.03 1.38
H 2.64 -2.41 2.02
O 1.30 -1.28 -1.23
C 0.42 -2.16 -1.02
O -0.62 -1.77 -0.39
H 0.55 -3.19 -1.35


2.
Below is a molecular structure, C30H39AsF6IIrN4O4Si2 at a distorted geometry, with properties calculated with ωB97M-V/def2-TZVPD.

Energy above the lowest of the compared OMol25 structures with the same formula, charge and spin (kcal per mole): 86.71
HOMO-LUMO gap (alpha / beta) (Ha): 0.1619 / 0.1623
E_HOMO (alpha / beta) (eV): -6.2 / -6.3

Atoms and positions in Å:
Ir 0.77 -0.87 -0.97
C -0.09 3.61 -2.70
C 1.25 3.37 -2.08
N 2.00 4.40 -1.81
C 3.24 4.22 -1.25
C 3.76 2.99 -0.99
C 5.11 2.85 -0.36
O 5.05 2.16 0.90
C 2.95 1.85 -1.26
C 3.46 0.54 -1.04
N 2.80 -0.56 -0.91
C 3.62 -1.70 -0.58
C 4.67 -1.60 0.32
C 5.44 -2.71 0.63
C 5.16 -3.94 0.05
C 4.10 -4.06 -0.85
C 3.35 -2.93 -1.15
I 1.76 -3.01 -2.45
C 1.66 2.01 -1.78
O 0.88 1.03 -2.04
H -0.18 4.67 -2.95
H -0.89 3.33 -2.01
H -0.23 3.00 -3.59
H 3.80 5.12 -1.03
H 5.55 3.85 -0.23
H 5.80 2.27 -0.97
H 4.49 2.68 1.48
H 4.54 0.46 -0.96
H 4.88 -0.65 0.80
H 6.25 -2.62 1.34
H 5.75 -4.82 0.30
H 3.86 -5.01 -1.30
C -5.21 1.17 -0.39
Si -3.85 1.68 -1.57
C -3.85 3.54 -1.72
C -4.22 0.97 -3.25
As -1.71 0.93 -0.90
Si -1.60 1.74 1.30
C 0.19 2.19 1.59
C -2.60 3.27 1.71
C -2.15 0.37 2.45
H -6.11 1.77 -0.57
H -4.92 1.31 0.66
H -5.49 0.12 -0.52
H -4.83 3.84 -2.12
H -3.08 3.88 -2.41
H -3.70 4.04 -0.77
H -5.27 1.16 -3.50
H -4.05 -0.11 -3.29
H -3.59 1.43 -4.01
H 0.37 3.23 1.29
H 0.86 1.57 0.99
H 0.47 2.08 2.64
H -2.30 4.12 1.09
H -2.40 3.54 2.76
H -3.67 3.12 1.60
H -1.94 -0.61 2.02
H -3.22 0.43 2.63
H -1.64 0.43 3.42
N -1.65 -3.60 3.47
C -0.71 -2.91 4.16
O -0.67 -2.88 5.37
C 0.29 -2.12 3.36
C 1.22 -1.37 4.06
C 2.11 -0.58 3.35
C 2.04 -0.57 1.97
N 1.16 -1.30 1.28
C 0.30 -2.07 1.97
H -2.30 -4.14 4.01
H -1.65 -3.69 2.47
H 1.21 -1.41 5.14
H 2.85 0.03 3.85
H 2.70 0.06 1.39
H -0.39 -2.62 1.35
C -3.26 -2.19 -0.72
C -1.89 -2.72 -1.18
O -0.90 -1.96 -0.58
C -1.91 -2.72 -2.74
F -3.08 -3.16 -3.22
F -1.71 -1.49 -3.22
F -0.97 -3.51 -3.29
C -1.78 -4.18 -0.68
F -0.62 -4.77 -0.94
F -1.93 -4.21 0.67
F -2.76 -4.95 -1.18
H -3.37 -1.17 -1.07
H -3.27 -2.18 0.37
H -4.09 -2.79 -1.09


3.
Below is a molecular structure, C30H39Br2IrNO2P at a distorted geometry, with properties calculated with ωB97M-V/def2-TZVPD.

Energy above the lowest of the compared OMol25 structures with the same formula, charge and spin (kcal per mole): 0.00
Net charge: +2
HOMO-LUMO gap (Ha): 0.2092
E_HOMO (eV): -12.5

Atoms and positions in Å:
Ir -0.07 -0.36 0.23
Br -1.62 1.90 1.00
C -3.09 0.66 0.72
Br -2.39 -1.19 0.59
H -3.55 0.88 -0.23
H -3.77 0.69 1.55
C -0.29 -3.89 -0.88
C 0.46 -3.80 0.46
C 1.52 -4.91 0.49
C -0.53 -4.01 1.61
P 1.31 -2.13 0.53
C 2.67 -2.25 -0.64
C 3.98 -2.51 -0.22
C 4.99 -2.67 -1.15
C 4.71 -2.59 -2.51
C 3.41 -2.35 -2.93
C 2.40 -2.18 -2.01
C 1.82 -1.62 2.22
C 2.84 -0.46 2.17
C 2.38 -2.73 3.11
C 0.52 -1.05 2.82
H -0.85 -4.83 -0.89
H 0.39 -3.91 -1.73
H -1.00 -3.08 -1.04
H 1.00 -5.87 0.47
H 2.14 -4.89 1.39
H 2.18 -4.87 -0.38
H -1.08 -4.93 1.42
H -1.26 -3.21 1.70
H -0.03 -4.12 2.58
H 4.23 -2.60 0.83
H 6.00 -2.88 -0.81
H 5.51 -2.71 -3.24
H 3.18 -2.29 -3.99
H 1.40 -1.99 -2.36
H 3.77 -0.73 1.67
H 3.09 -0.20 3.21
H 2.45 0.43 1.69
H 3.31 -3.16 2.74
H 1.67 -3.54 3.27
H 2.60 -2.29 4.09
H 0.01 -0.32 2.11
H 0.75 -0.45 3.70
H -0.21 -1.80 3.08
C 7.55 3.46 1.18
C 6.50 3.72 0.14
C 6.41 4.97 -0.46
C 5.47 5.22 -1.45
C 4.58 4.23 -1.82
C 4.66 2.98 -1.22
N 3.69 1.97 -1.53
C 3.04 1.80 -2.70
C 3.61 2.21 -3.92
C 2.97 2.00 -5.11
C 1.71 1.35 -5.18
C 1.14 0.91 -4.03
C 1.77 1.12 -2.76
C 1.12 0.62 -1.64
O -0.04 -0.06 -1.67
O 1.52 0.69 -0.39
C 5.62 2.70 -0.25
C 5.80 1.32 0.33
H 8.03 4.39 1.50
H 8.33 2.80 0.80
H 7.14 2.98 2.07
H 7.09 5.75 -0.16
H 5.42 6.20 -1.91
H 3.81 4.44 -2.55
H 3.36 1.44 -0.74
H 4.60 2.67 -3.92
H 3.45 2.32 -6.03
H 1.22 1.20 -6.13
H 0.19 0.39 -4.06
H 5.10 0.59 -0.07
H 5.71 1.32 1.42
H 6.80 0.95 0.10


4.
Below is a molecular structure, C30H39Co2O6Sn at a distorted geometry, with properties calculated with ωB97M-V/def2-TZVPD.

Energy above the lowest of the compared OMol25 structures with the same formula, charge and spin (kcal per mole): 0.00
Net charge: -1
HOMO-LUMO gap (Ha): 0.2153
E_HOMO (eV): -3.7

Atoms and positions in Å:
C -1.05 4.30 3.27
C -0.79 2.80 3.41
C 0.65 2.50 3.81
C 0.94 1.00 3.99
Sn 2.13 0.19 2.37
C 4.11 1.09 2.42
C 5.27 0.15 2.75
C 6.62 0.86 2.79
C 7.78 -0.09 3.09
C 2.36 -1.95 2.62
C 1.03 -2.71 2.81
C 0.83 -3.22 4.25
C -0.45 -4.03 4.42
C 1.17 0.83 0.46
C -0.28 0.62 0.45
C -0.85 -0.51 0.00
H -2.12 4.48 3.14
H -0.72 4.84 4.16
H -0.53 4.71 2.40
H -1.46 2.37 4.17
H -1.03 2.29 2.47
H 1.34 2.95 3.06
H 0.88 3.02 4.75
H 1.56 0.82 4.88
H 0.03 0.39 4.06
H 4.23 1.54 1.42
H 4.03 1.91 3.15
H 5.10 -0.33 3.73
H 5.31 -0.66 2.01
H 6.80 1.34 1.82
H 6.59 1.65 3.54
H 8.73 0.45 3.10
H 7.66 -0.56 4.07
H 7.85 -0.88 2.34
H 2.88 -2.27 1.71
H 3.04 -2.07 3.47
H 0.17 -2.09 2.52
H 1.02 -3.58 2.13
H 1.69 -3.84 4.52
H 0.83 -2.37 4.94
H -0.50 -4.44 5.43
H -1.34 -3.40 4.27
H -0.50 -4.85 3.70
H 1.49 1.88 0.40
H 1.71 0.20 -0.27
H -0.90 1.46 0.81
H -1.90 -0.76 0.19
H -0.22 -1.30 -0.43
O -5.57 -1.51 -2.45
C -4.55 -0.97 -2.48
Co -3.03 -0.16 -2.62
C -3.29 0.92 -1.24
O -3.58 1.52 -0.29
C -1.91 -1.49 -2.57
O -1.24 -2.45 -2.56
C -2.94 0.19 -4.51
C -3.30 -0.90 -5.42
C -2.49 -2.04 -5.56
C -2.91 -3.12 -6.34
C -4.14 -3.06 -7.01
C -4.92 -1.90 -6.94
C -4.50 -0.82 -6.16
C -3.34 1.57 -4.55
C -4.42 2.32 -4.75
Co -1.70 1.39 -4.00
C -0.22 0.49 -3.62
O 0.82 0.04 -3.37
C -1.67 2.58 -2.69
O -1.51 3.43 -1.92
C -1.09 2.47 -5.25
O -0.74 3.22 -6.05
H -1.52 -2.07 -5.05
H -2.28 -4.01 -6.40
H -4.49 -3.92 -7.59
H -5.86 -1.82 -7.48
H -5.09 0.10 -6.09
H -4.30 3.40 -4.79
H -5.42 1.88 -4.85


5.
Below is a molecular structure, C30H39HgN5OSi, with properties calculated with ωB97M-V/def2-TZVPD.

Energy above the lowest of the compared OMol25 structures with the same formula, charge and spin (kcal per mole): 0.00
2S+1: 2
Net charge: -1
<S²>: 0.7601
HOMO-LUMO gap (alpha / beta) (Ha): 0.1815 / 0.2358
E_HOMO (alpha / beta) (eV): -2.1 / -3.7

Atoms and positions in Å:
Hg -1.08 0.95 -0.45
C -0.35 1.16 1.89
Si 1.19 0.23 2.06
C 2.50 0.76 0.79
N 1.91 1.02 -0.53
C 2.02 -0.10 -1.47
C 2.54 0.34 -2.84
C 3.82 1.16 -2.71
C 3.64 2.34 -1.72
C 2.24 2.31 -1.11
C 1.95 0.65 3.76
C 1.90 -0.23 4.85
C 2.19 0.19 6.14
C 2.53 1.51 6.39
C 2.60 2.41 5.33
C 2.31 1.98 4.04
C 0.92 -1.63 2.05
C 1.97 -2.54 1.93
C 1.76 -3.91 2.02
C 0.48 -4.39 2.25
C -0.59 -3.51 2.35
C -0.37 -2.14 2.24
H -0.26 2.24 2.01
H -1.22 0.79 2.43
H 3.32 0.03 0.72
H 2.96 1.68 1.17
H 1.04 -0.58 -1.60
H 2.70 -0.86 -1.06
H 1.76 0.92 -3.35
H 2.72 -0.55 -3.45
H 4.13 1.53 -3.69
H 4.62 0.50 -2.36
H 3.82 3.30 -2.21
H 4.37 2.25 -0.91
H 1.48 2.55 -1.87
H 2.14 3.07 -0.33
H 1.62 -1.26 4.67
H 2.14 -0.52 6.96
H 2.75 1.84 7.40
H 2.86 3.44 5.51
H 2.34 2.70 3.23
H 2.98 -2.17 1.77
H 2.59 -4.59 1.92
H 0.32 -5.46 2.35
H -1.59 -3.88 2.52
H -1.21 -1.46 2.30
N -0.93 1.71 -3.46
C -1.79 2.89 -3.56
C -1.12 4.14 -3.01
N -1.13 4.14 -1.55
H -0.25 1.68 -4.20
H -1.49 0.86 -3.45
H -2.69 2.66 -2.98
H -2.10 3.10 -4.59
H -1.61 5.01 -3.45
H -0.07 4.15 -3.33
H -2.07 4.12 -1.18
H -0.65 4.95 -1.16
O -3.13 0.17 -2.17
C -4.03 -0.61 -1.73
C -5.38 -0.16 -1.57
C -6.42 -1.00 -1.23
C -6.19 -2.37 -1.02
C -4.89 -2.83 -1.11
C -3.81 -1.99 -1.41
C -2.45 -2.57 -1.35
N -1.33 -2.01 -0.95
C -0.37 -3.00 -1.00
C -0.90 -4.17 -1.44
N -2.23 -3.88 -1.67
H -5.56 0.90 -1.74
H -7.42 -0.60 -1.11
H -7.00 -3.04 -0.78
H -4.70 -3.88 -0.90
H 0.65 -2.80 -0.70
H -0.49 -5.15 -1.58
H -2.93 -4.51 -2.01


6.
Below is a molecular structure, C30H39N6O5OsPS3, with properties calculated with ωB97M-V/def2-TZVPD.

Energy above the lowest of the compared OMol25 structures with the same formula, charge and spin (kcal per mole): 0.00
2S+1: 2
Net charge: +1
<S²>: 0.7545
HOMO-LUMO gap (alpha / beta) (Ha): 0.3041 / 0.2584
E_HOMO (alpha / beta) (eV): -10.0 / -9.9

Atoms and positions in Å:
Os -0.21 -1.55 0.81
C -5.31 -1.77 3.02
C -5.24 -2.73 1.86
O -3.92 -3.36 1.84
P -2.88 -3.01 0.71
S -1.07 -3.76 1.22
S -2.54 -1.06 0.40
O -3.50 -3.73 -0.55
C -2.86 -3.59 -1.85
C -3.55 -4.53 -2.81
H -6.30 -1.32 3.06
H -4.57 -0.98 2.91
H -5.13 -2.29 3.96
H -5.42 -2.23 0.91
H -5.94 -3.55 1.96
H -1.80 -3.84 -1.73
H -2.94 -2.55 -2.16
H -3.48 -5.56 -2.46
H -3.07 -4.46 -3.78
H -4.60 -4.27 -2.92
C 2.33 3.49 -4.77
O 1.92 3.04 -3.49
C 1.10 3.86 -2.77
C 0.68 5.12 -3.17
C -0.17 5.85 -2.35
C -0.61 5.32 -1.15
C -0.19 4.06 -0.75
C 0.67 3.32 -1.54
N 1.16 2.03 -1.24
C 0.65 1.20 -0.27
N 0.69 1.68 0.98
C 0.21 1.12 2.18
C -0.18 -0.20 2.32
C -0.57 -0.62 3.60
C -0.55 0.24 4.68
C -0.13 1.56 4.53
C 0.25 1.99 3.28
O 0.70 3.25 3.00
C 0.77 4.18 4.07
N 0.24 -0.01 -0.53
C -0.06 -0.41 -1.87
C -0.75 0.38 -2.78
C -1.02 -0.10 -4.06
C -0.62 -1.37 -4.42
C 0.02 -2.20 -3.50
C 0.27 -1.72 -2.23
O 0.81 -2.47 -1.22
C 1.25 -3.80 -1.48
H 2.93 4.40 -4.69
H 1.47 3.67 -5.42
H 2.95 2.69 -5.19
H 1.02 5.53 -4.11
H -0.49 6.83 -2.66
H -1.28 5.88 -0.52
H -0.56 3.66 0.19
H 1.48 1.54 -2.07
H 1.17 2.57 1.08
H -0.91 -1.64 3.74
H -0.87 -0.11 5.66
H -0.12 2.22 5.39
H 1.14 5.11 3.64
H 1.46 3.84 4.84
H -0.22 4.36 4.50
H -1.08 1.37 -2.49
H -1.55 0.53 -4.76
H -0.83 -1.74 -5.42
H 0.30 -3.21 -3.78
H 2.01 -3.79 -2.26
H 0.42 -4.44 -1.78
H 1.67 -4.16 -0.55
C 5.02 1.21 1.67
C 5.06 -0.11 0.91
C 3.91 -0.99 1.29
N 2.76 -0.94 0.74
N 1.85 -1.79 1.31
C 2.34 -2.48 2.32
N 1.66 -3.40 3.03
S 4.00 -2.12 2.62
H 5.85 1.85 1.37
H 5.10 1.05 2.75
H 4.09 1.74 1.47
H 6.00 -0.64 1.09
H 4.99 0.06 -0.17
H 0.66 -3.42 2.93
H 2.05 -3.74 3.89